Entry 1:
The following is a quantum chemistry calculation of a cluster of 5 separate species, C42H54N7O9S2 in total at a distorted geometry, from the OMol25 dataset.

Cartesian coordinates (Å):
1 C -2.41750 -2.67837 -0.71889
2 C -1.30447 -3.57451 -1.52875
3 N -0.59234 -2.84924 -2.64888
4 C 0.61821 -3.70353 -3.07850
5 C 0.20087 -5.15378 -3.71891
6 C 0.06537 -1.55113 -2.15752
7 S 0.84986 -1.42002 -0.61657
8 S 0.12453 0.03017 -3.20856
9 C -0.58464 -0.29621 -4.93245
10 C -1.44850 1.01449 -5.40031
11 C -3.03362 0.73715 -5.70735
12 C -3.88627 0.10559 -4.45468
13 C -3.33916 0.50152 -2.96310
14 C -4.49419 0.69466 -1.81786
15 C -3.88690 1.82700 -0.74680
16 C -2.68146 1.24656 0.19979
17 N -1.29913 1.71136 -0.20741
18 C -0.94321 3.05164 0.41037
19 C -1.18491 4.38152 -0.57115
20 O -0.42679 3.23469 1.62880
21 C -5.44017 0.40203 -4.88176
22 N -6.20231 -0.75456 -4.72767
23 C -5.37915 -1.94575 -4.26493
24 C -3.90829 -1.51773 -4.85887
25 H -3.02427 -3.44576 -0.03536
26 H -1.92225 -1.91830 0.03292
27 H -3.23363 -2.17877 -1.41543
28 H -1.90724 -4.48135 -2.01688
29 H -0.55066 -4.04224 -0.75570
30 H 1.18196 -3.04596 -3.88429
31 H 1.25761 -3.86739 -2.10099
32 H -0.35191 -5.84283 -2.93708
33 H -0.42830 -5.09723 -4.70626
34 H 1.21349 -5.71882 -3.98724
35 H 0.36663 -0.36236 -5.65089
36 H -1.13295 -1.32405 -5.03806
37 H -0.94687 1.41582 -6.40342
38 H -1.28329 1.86731 -4.59112
39 H -3.52016 1.80457 -5.92927
40 H -3.12643 0.13598 -6.71641
41 H -2.65435 1.46008 -2.92406
42 H -2.66421 -0.41468 -2.60222
43 H -4.71187 -0.26577 -1.17432
44 H -5.50677 1.14298 -2.19558
45 H -3.49474 2.75085 -1.37289
46 H -4.74995 2.23136 -0.05236
47 H -2.76130 0.08143 0.27519
48 H -2.88346 1.67482 1.29581
49 H -1.23062 1.86577 -1.24245
50 H -0.51182 5.29245 -0.27287
51 H -0.97231 4.13602 -1.70931
52 H -2.33085 4.68654 -0.51211
53 H -5.95860 1.40575 -5.23141
54 H -7.22455 -0.91296 -4.88209
55 H -5.69251 -2.83694 -4.96232
56 H -5.21219 -2.13208 -3.12183
57 H -3.13472 -2.21886 -4.29613
58 H -3.87447 -1.78534 -6.00376
59 C 6.31975 -0.21686 -5.21371
60 C 6.57977 0.91419 -5.98912
61 C 5.57121 1.85185 -6.21931
62 C 4.30137 1.64824 -5.66179
63 C 4.03543 0.50978 -4.88935
64 C 5.05127 -0.42238 -4.66843
65 N 3.24416 2.64303 -5.87896
66 O 3.51318 3.62720 -6.58377
67 O 2.14499 2.44416 -5.34202
68 H 7.11092 -0.94235 -5.03231
69 H 7.57050 1.06662 -6.41193
70 H 5.78983 2.72809 -6.82574
71 H 3.05310 0.33677 -4.45478
72 H 4.85561 -1.30784 -4.06766
73 C 0.37867 -0.46993 3.17466
74 C 0.49102 -1.62817 3.94537
75 C -0.26981 -1.77224 5.10717
76 C -1.14740 -0.74742 5.48709
77 C -1.25648 0.41971 4.71939
78 C -0.48836 0.55358 3.56106
79 N -1.96869 -0.90381 6.69353
80 O -1.82957 -1.94265 7.35622
81 O -2.75678 0.00945 6.97798
82 H 0.96980 -0.36457 2.26655
83 H 1.17006 -2.42082 3.63850
84 H -0.17083 -2.68099 5.69685
85 H -1.92991 1.22501 5.00526
86 H -0.56815 1.45449 2.95670
87 C -0.45162 -1.78381 10.35318
88 C 0.68600 -1.81508 9.54511
89 C 1.94617 -1.99870 10.11751
90 C 2.05556 -2.15525 11.50615
91 C 0.91592 -2.11657 12.32052
92 C -0.33868 -1.92949 11.73688
93 N 3.37480 -2.37408 12.11127
94 O 4.36080 -2.38294 11.35932
95 O 3.42675 -2.54153 13.33817
96 H -1.43263 -1.64603 9.90170
97 H 0.59003 -1.69933 8.46764
98 H 2.82302 -2.02078 9.47408
99 H 0.98685 -2.23175 13.40008
100 H -1.22968 -1.90103 12.36023
101 C 2.70526 4.36331 2.02910
102 C 2.32130 3.82316 0.80071
103 C 3.27048 3.21727 -0.02474
104 C 4.60670 3.15350 0.39384
105 C 4.99630 3.70180 1.62309
106 C 4.03857 4.30771 2.43873
107 N 5.60459 2.49532 -0.45792
108 O 5.22414 2.03935 -1.54652
109 O 6.76886 2.42953 -0.03819
110 H 1.96055 4.82973 2.67181
111 H 1.28051 3.87169 0.48773
112 H 2.95524 2.80098 -0.97903
113 H 6.03075 3.66367 1.95807
114 H 4.33050 4.73357 3.39616

Forces on the atoms, in the same order (eV/Å):
C -0.3 -1.0 0.8
C -1.3 -0.6 0.8
N 1.5 1.2 1.1
C 0.1 -0.4 -0.6
C 0.7 -0.5 0.1
C 0.6 -0.2 1.6
S -1.8 -0.1 -3.4
S -0.6 -2.6 0.2
C 0.8 -0.2 -1.5
C 0.5 0.3 -0.4
C 0.4 2.1 -0.1
C 0.4 -1.2 -3.4
C -0.4 -1.0 0.9
C 0.5 1.3 1.2
C -0.4 0.0 -0.2
C -1.2 0.4 1.1
N -0.3 2.6 0.7
C 1.8 1.4 3.5
C -0.1 -0.4 -0.2
O -3.8 -1.6 -7.1
C -2.0 -2.9 1.7
N 2.7 2.8 0.5
C 2.2 -0.8 -2.2
C -0.9 -1.1 2.0
H 1.3 1.6 -1.5
H -1.0 -1.4 -1.8
H 1.9 -0.9 1.3
H 1.5 2.0 0.9
H -1.4 1.0 -1.4
H -0.9 -1.5 1.7
H -0.9 0.3 -2.1
H 1.1 1.5 -1.6
H 1.1 0.1 2.0
H -2.2 1.3 0.6
H -2.1 0.1 1.6
H 0.9 2.0 0.5
H -1.2 -0.8 2.2
H -0.5 -1.8 -1.8
H 1.2 -2.1 0.3
H 0.0 1.0 2.3
H -1.6 -2.0 -0.7
H -1.3 2.1 -1.0
H 0.4 1.7 -1.5
H 1.9 -1.0 0.4
H -0.8 -1.8 1.3
H 1.7 -0.9 -1.4
H 0.4 2.2 -0.3
H 0.6 -1.1 -2.4
H -0.3 -0.4 1.3
H -1.4 -1.9 -0.3
H -0.4 0.3 2.3
H 2.4 -0.7 0.1
H 1.2 -2.3 0.7
H 1.2 0.9 0.0
H 0.1 1.4 2.2
H -1.3 0.5 -2.2
H -1.3 1.9 -1.1
H 0.0 1.0 2.3
C -0.1 0.1 0.0
C -0.4 0.0 0.1
C 0.0 0.0 0.0
C 0.7 -0.6 0.2
C 0.1 0.0 0.0
C 0.0 0.4 -0.3
N -0.5 1.0 -0.4
O -0.6 -1.6 1.2
O 1.1 0.3 -0.7
H -0.2 0.2 0.0
H -0.2 0.0 0.1
H -0.3 -0.2 0.2
H 0.2 0.2 -0.1
H 0.0 0.2 -0.1
C -0.1 -0.1 0.1
C -0.2 0.3 0.1
C 0.0 0.1 0.0
C 0.5 0.1 -0.8
C 0.0 -0.1 0.0
C -0.1 -0.3 0.2
N -0.8 0.0 1.0
O -0.2 1.5 -0.9
O 1.2 -1.4 -0.4
H -0.1 0.0 0.2
H -0.1 0.1 0.1
H -0.2 0.3 0.0
H 0.1 -0.3 0.1
H 0.1 -0.2 0.2
C 0.0 0.0 0.1
C 0.1 0.0 0.4
C 0.0 0.0 0.1
C -0.9 0.1 -0.4
C 0.0 0.0 0.0
C 0.4 0.0 -0.3
N 1.3 -0.2 0.6
O -1.4 0.0 1.1
O -0.1 0.3 -1.8
H 0.2 0.0 0.1
H 0.0 0.0 0.2
H -0.1 0.0 0.4
H 0.2 0.0 -0.3
H 0.2 0.0 -0.1
C 0.1 0.0 -0.1
C 0.5 0.0 -0.1
C 0.1 0.0 0.1
C -0.7 0.4 0.6
C 0.0 0.0 -0.1
C -0.1 -0.2 -0.4
N 1.0 -0.6 -0.7
O 0.5 0.6 1.5
O -1.8 0.1 -0.7
H 0.1 -0.1 -0.1
H 0.7 0.0 0.1
H 0.3 0.0 0.2
H -0.2 -0.1 -0.3
H 0.0 -0.1 -0.2

The value obtained for the electronic energy is -94931.2368 eV. Its net charge is +1. The calculation puts the orbital gap at 0.2097 Eh. For the HOMO energy, the calculation gives -10.786 eV.


Entry 2:
The following is a quantum chemistry calculation of a structure of composition C42H55BFMoN8O3S3, from the OMol25 dataset.

Cartesian coordinates (Å):
1 Mo -0.49486 0.80500 -0.57374
2 C 2.08972 -2.76640 -4.06040
3 C 2.88645 -1.48789 -3.80337
4 C 2.10914 -0.23905 -4.21491
5 C 4.18121 -1.55260 -4.60884
6 N 3.22709 -1.38300 -2.34640
7 C 4.51506 -1.26202 -1.85278
8 C 4.42599 -1.15223 -0.51498
9 N 3.09003 -1.20075 -0.17597
10 B 2.64654 -1.11476 1.29079
11 N 1.39377 -1.96461 1.63004
12 C 1.55339 -3.30399 1.91706
13 C 0.39196 -3.76138 2.41311
14 N -0.49686 -2.69932 2.45435
15 C 0.13133 -1.61883 1.92911
16 S -0.56278 -0.04425 1.69869
17 C -1.79347 -2.86946 3.21273
18 C -2.58287 -1.58014 3.39382
19 C -1.42269 -3.39063 4.60532
20 C -2.65170 -3.87935 2.45619
21 N 2.55732 0.36907 1.78240
22 C 2.96367 0.67789 3.06136
23 C 3.11228 2.01320 3.14529
24 N 2.78164 2.54492 1.91068
25 C 2.43642 1.51537 1.09609
26 S 1.85951 1.66396 -0.53796
27 C 3.06455 3.96668 1.51374
28 C 3.55118 4.73752 2.73859
29 C 4.17099 3.94768 0.46035
30 C 1.80446 4.64812 0.98796
31 C 2.36544 -1.33595 -1.29935
32 S 0.65254 -1.43586 -1.36761
33 H 1.96224 -2.88943 -5.13625
34 H 1.10595 -2.73347 -3.60057
35 H 2.63154 -3.63403 -3.68003
36 H 1.85853 -0.30360 -5.27445
37 H 2.70988 0.65779 -4.04982
38 H 1.18499 -0.16007 -3.64839
39 H 3.91383 -1.64210 -5.66054
40 H 4.78307 -2.42330 -4.34554
41 H 4.78136 -0.64869 -4.49817
42 H 5.38293 -1.28284 -2.48136
43 H 5.19557 -1.05770 0.22977
44 H 3.54218 -1.59481 1.93631
45 H 2.48713 -3.80898 1.74731
46 H 0.12813 -4.74245 2.75860
47 H -2.03702 -0.83021 3.96517
48 H -3.48059 -1.84426 3.95494
49 H -2.88951 -1.14447 2.44976
50 H -0.72633 -2.70967 5.09668
51 H -0.97805 -4.38435 4.57744
52 H -2.32613 -3.44979 5.21122
53 H -2.99645 -3.45849 1.51114
54 H -3.52229 -4.12610 3.06434
55 H -2.11729 -4.80696 2.24902
56 H 3.12888 -0.08616 3.79944
57 H 3.41684 2.61717 3.97636
58 H 4.48564 4.33972 3.13374
59 H 2.80067 4.76141 3.53002
60 H 3.73704 5.76507 2.43060
61 H 5.06547 3.46246 0.85422
62 H 4.42831 4.97243 0.19141
63 H 3.85528 3.42691 -0.44305
64 H 0.99363 4.60022 1.71690
65 H 1.47745 4.19797 0.05525
66 H 2.03260 5.69778 0.80215
67 O -1.97587 -0.40619 -4.14552
68 C -1.53202 0.26828 -3.25489
69 O -1.58439 -0.02225 -1.97489
70 C -0.89257 1.60851 -3.48594
71 C -0.83217 2.20061 -4.73010
72 C -0.30482 3.47866 -4.82076
73 C 0.12164 4.11080 -3.66236
74 C 0.03706 3.43907 -2.45643
75 N -0.45023 2.19893 -2.36853
76 H -1.20598 1.65329 -5.58391
77 H -0.23935 3.98121 -5.77642
78 H 0.51594 5.11665 -3.68369
79 H 0.35894 3.89707 -1.53332
80 O -3.50519 0.88185 -0.32812
81 C -4.08664 -0.28412 0.26451
82 C -5.04618 -1.00590 -0.65851
83 C -4.41374 -1.50097 -1.96088
84 C -3.58849 -2.75390 -1.82964
85 C -3.85877 -3.85949 -2.63281
86 C -3.05448 -4.98132 -2.54082
87 C -1.99718 -4.96930 -1.64525
88 C -1.81393 -3.83459 -0.87279
89 N -2.58586 -2.75287 -0.94566
90 H -4.15341 1.31301 -0.89575
91 H -4.59762 -0.00352 1.19273
92 H -3.24519 -0.93174 0.50403
93 H -5.88048 -0.33457 -0.89442
94 H -5.48201 -1.84408 -0.10703
95 H -3.76884 -0.71989 -2.37100
96 H -5.19895 -1.67878 -2.69672
97 H -4.68604 -3.82823 -3.32945
98 H -3.24698 -5.84739 -3.16080
99 H -1.33040 -5.81444 -1.54350
100 H -0.99572 -3.78682 -0.15981
101 F -2.71030 2.83815 5.87905
102 C -2.33262 2.80494 4.58459
103 C -0.99201 2.91750 4.27591
104 C -0.61731 2.87027 2.94303
105 C -1.55211 2.71394 1.91770
106 C -1.09536 2.63320 0.49575
107 C -2.89639 2.62787 2.27764
108 C -3.29567 2.66766 3.60626
109 H -0.26598 3.03325 5.06959
110 H 0.43747 2.92629 2.69295
111 H -0.25398 3.31794 0.36765
112 H -1.89877 2.95533 -0.17612
113 H -3.64054 2.51883 1.50236
114 H -4.33843 2.60324 3.88721

Forces on the atoms, in the same order (eV/Å):
Mo 0.5 0.2 0.1
C 0.0 0.0 0.0
C 0.0 0.0 0.0
C 0.0 0.0 0.0
C 0.0 0.0 0.0
N 0.0 0.0 0.0
C 0.0 0.0 0.0
C 0.0 0.0 0.0
N 0.0 -0.1 0.0
B 0.0 0.0 0.0
N 0.0 0.0 0.1
C 0.0 0.0 -0.1
C 0.0 0.0 0.0
N 0.1 0.0 0.1
C -0.1 -0.1 -0.1
S -0.1 0.2 0.0
C 0.0 0.0 0.0
C 0.0 0.0 0.0
C 0.0 0.0 0.0
C -0.1 0.0 0.0
N 0.2 0.0 0.0
C -0.1 0.0 0.0
C -0.1 0.0 0.0
N 0.2 -0.1 0.0
C -0.3 0.0 0.1
S 0.0 -0.2 0.0
C 0.0 0.0 0.0
C 0.0 0.0 0.0
C 0.0 0.0 0.0
C 0.0 0.1 0.0
C 0.0 0.1 0.0
S -0.1 0.1 0.0
H 0.0 0.0 0.0
H 0.0 0.0 0.0
H 0.0 0.0 0.0
H 0.0 0.0 0.0
H 0.0 0.0 0.0
H 0.0 0.0 0.0
H 0.0 0.0 0.0
H 0.0 0.0 0.0
H 0.0 0.0 0.0
H 0.0 0.0 0.0
H 0.0 0.0 0.0
H 0.0 0.0 0.0
H 0.0 0.0 0.0
H 0.0 0.0 0.0
H 0.0 0.0 0.0
H 0.0 0.0 0.0
H 0.0 0.0 0.1
H 0.0 0.0 0.0
H 0.0 0.0 0.0
H 0.0 0.0 0.0
H 0.0 0.0 0.0
H 0.0 0.0 0.0
H 0.0 0.0 0.0
H 0.0 0.0 0.0
H 0.0 0.0 0.0
H 0.0 0.0 0.0
H 0.0 0.0 0.0
H 0.0 0.0 0.0
H 0.0 0.0 0.0
H 0.0 0.0 0.0
H 0.0 0.0 0.0
H 0.1 0.1 -0.1
H 0.1 0.1 0.1
H 0.0 0.0 0.0
O 0.0 0.0 0.0
C 0.0 0.1 0.1
O -0.1 -0.2 -0.3
C 0.0 0.0 0.0
C 0.0 0.0 0.0
C 0.0 0.0 0.0
C 0.0 0.0 0.0
C 0.0 0.0 0.0
N 0.0 -0.1 -0.1
H 0.0 0.0 0.0
H 0.0 0.0 0.0
H 0.0 0.0 0.0
H 0.0 0.0 -0.1
O 0.0 0.1 0.1
C 0.0 0.0 0.1
C 0.0 0.0 0.0
C 0.0 0.0 -0.1
C 0.0 0.0 0.0
C 0.0 0.0 0.0
C 0.0 0.0 0.0
C 0.0 0.0 0.0
C 0.0 -0.1 0.0
N 0.0 -0.1 0.0
H 0.0 0.0 0.0
H 0.0 0.0 0.0
H 0.0 0.0 0.0
H 0.0 0.0 0.0
H 0.0 0.0 0.0
H -0.1 -0.1 0.0
H 0.0 0.0 0.0
H 0.0 0.0 0.0
H 0.0 0.0 0.0
H 0.0 0.0 0.0
H 0.0 0.0 0.0
F 0.0 0.0 0.0
C 0.0 0.0 0.0
C 0.0 0.0 0.0
C 0.1 -0.1 0.0
C 0.0 0.0 0.0
C 0.0 0.1 0.0
C 0.0 0.0 0.0
C 0.0 0.0 0.0
H 0.0 0.0 0.0
H -0.2 -0.1 0.1
H -0.2 -0.1 0.0
H 0.0 0.0 0.0
H 0.0 0.0 0.0
H 0.0 0.0 0.0

Its expectation value of S² is 2.024. The value obtained for the electronic energy is -100266.7248 eV. Its multiplicity is 3. Its net charge is +1. The calculation puts the orbital gap (spin up / spin down) at 0.2554 / 0.2534 Eh. For the HOMO energy (spin up / spin down), the calculation gives -9.826 / -9.918 eV. The relative energy (zero: lowest compared OMol25 entry of this formula, charge and spin) is 0.000 eV.